No. 1
Here is a cluster of 5 separate species, C19H54O19P5 in total from OMol25. Energies are from the ωB97M-V functional and the def2-TZVPD basis.

Results
total energy	-105915.273	eV
E_HOMO	-0.131	Eh
spin multiplicity	1
charge	-1
molar mass	741.5	Da
orbital gap	2.194	eV

```
97
C19H54O19P5 (the ωB97M-V functional and the def2-TZVPD basis)
P -2.4339 -5.1234 5.6161
P 6.6334 8.6522 -2.7184
P -3.4263 1.6500 1.6119
P 2.4869 3.9093 -0.3023
P -1.8532 -6.5504 -2.8884
O 2.4556 3.8497 -1.9439
O 1.1075 4.2075 0.2445
O -0.7620 -0.1126 0.2082
O -5.1804 1.7051 1.3608
O 2.9018 5.5728 -0.4292
O -2.1551 -7.5927 -1.5591
O -0.5558 -7.2434 -3.2552
O 7.3829 8.7484 -4.1768
O -1.6476 -5.3272 -4.0666
O 7.3429 7.6670 -1.8111
O -1.0386 -5.8371 6.1108
O 7.5542 9.9578 -2.1028
O -3.3144 -6.5787 5.8278
O 2.2238 2.2254 -0.1938
O -3.1285 -7.2069 -3.6905
O -1.6559 -3.5966 5.7103
O -2.5572 -5.1153 4.1072
O -3.4748 -0.0730 1.8521
O 5.6232 7.4116 -3.3421
C -3.8678 -1.2816 -0.2093
C -2.7383 -4.5853 -4.5953
C -5.5467 0.4398 0.7840
C -1.5321 1.8555 1.6145
C 7.7677 11.1552 -2.8365
C -1.9871 -2.8156 6.8669
C 8.7854 8.5430 -4.2592
C -2.8104 -6.9705 -0.4400
C 4.2856 7.8215 -3.6673
C -2.3617 -2.9335 1.2411
C 4.2866 5.8675 -0.2008
C -4.5007 -0.7479 1.1333
C -3.1734 -7.3957 6.9804
C -2.9333 -7.7608 -4.9813
C 1.2738 3.4121 -2.6028
C -0.7017 0.5039 1.5066
C -3.1636 -2.6872 -0.1010
C 2.9271 1.2810 -0.9857
C -0.4712 -6.8796 5.3324
H -3.4798 3.1078 1.6877
H 4.5696 5.5827 0.8171
H -3.6403 -7.2903 -5.6695
H -2.9658 -7.7222 0.3336
H -6.6124 0.2777 1.1342
H -2.9005 -4.8875 -5.6321
H 3.7706 8.1760 -2.7700
H 0.5118 3.0593 -1.9064
H -1.1064 -7.1696 4.4948
H 9.2498 8.4278 -3.2793
H -3.5542 1.6937 3.0699
H -4.1666 -7.6756 7.3429
H -1.2544 2.5319 0.7599
H -3.4023 1.5847 0.1507
H 4.9122 5.3347 -0.9236
H 7.5882 12.0118 -2.1810
H 9.2324 9.4073 -4.7570
H -2.6309 -6.8972 7.7848
H 8.8123 11.1946 -3.1511
H -5.6928 0.5493 -0.3374
H -1.2340 2.3132 2.6059
H -5.1044 -1.5334 1.6570
H 7.1177 11.2349 -3.7087
H -1.9456 -2.0144 1.7133
H -3.0560 -2.5851 6.8726
H -1.7189 -3.3538 7.7825
H -3.2277 -0.4789 -0.6596
H -3.9575 -3.4864 -0.1622
H 4.4400 6.9398 -0.3228
H 2.2413 0.8592 -1.7229
H -3.1436 -8.8304 -4.9485
H -1.4268 -1.8822 6.8275
H -1.9225 -7.5991 -5.3575
H -2.6542 -8.3145 6.7007
H 8.9830 7.6569 -4.8629
H -0.0607 -0.7640 0.1028
H 3.7461 6.9626 -4.0652
H -0.3244 -7.7509 5.9763
H -2.9952 -3.5488 1.9233
H 0.5015 -6.5592 4.9584
H -3.6565 -4.7233 -4.0237
H -2.1870 -6.1698 -0.0335
H 3.2666 0.4621 -0.3451
H -2.4548 -2.8135 -0.9643
H -0.9657 -0.1898 2.3554
H 3.7907 1.7162 -1.4910
H 4.3009 8.6136 -4.4230
H -2.4790 -3.5235 -4.5976
H 0.8713 4.2316 -3.1994
H 1.5371 2.5916 -3.2751
H 0.3910 0.7754 1.6785
H -3.7811 -6.5652 -0.7414
H -4.7308 -1.4119 -0.9381
H -1.4675 -3.5767 0.9711
```

Atom charges from the Mulliken analysis, given in e for atoms 1 to 8: atom 1 (P): 0.965, atom 2 (P): 1.093, atom 3 (P): -0.170, atom 4 (P): 0.901, atom 5 (P): 1.195, atom 6 (O): -0.326, atom 7 (O): -0.558, atom 8 (O): -0.478

No. 2
Here is a cluster of 7 separate species, C19H55FNO10P2 in total from OMol25. Energies are from the ωB97M-V functional and the def2-TZVPD basis.

Results
total energy	-63853.570	eV
E_HOMO	-0.149	Eh
spin multiplicity	1
charge	-1
molar mass	538.6	Da
orbital gap	5.974	eV

```
88
C19H55FNO10P2 (the ωB97M-V functional and the def2-TZVPD basis)
P -2.3644 -0.0073 0.3999
P -0.2463 -0.9836 -0.2179
F -2.4881 2.4078 -0.9554
O -6.5845 0.5275 5.0230
O -6.7372 2.8326 -0.0293
O -4.8199 -3.9004 -1.6423
O 3.4907 -2.9766 0.1521
O -4.1038 2.3298 4.1825
O 1.0201 -0.7026 0.5518
O 8.8805 -1.5930 -2.5659
O 5.3725 4.6466 -1.3534
O 6.2468 -1.5187 0.4363
O -5.7526 -0.5383 2.1505
N -1.2337 -1.9495 2.1196
C -3.5099 -4.4584 -1.5284
C -2.3649 -1.0170 2.0311
C 6.2978 -0.3132 -0.3372
C 4.6348 1.0719 -1.7386
C -3.2106 -1.5697 -0.4742
C -0.2046 2.1153 0.4572
C -2.8365 -2.0008 -1.9050
C -3.9099 0.8644 -2.0040
C -1.3431 1.4223 1.2276
C 2.7584 2.5188 -0.6928
C 1.0861 2.2334 1.2701
C -2.5887 1.0353 -1.2720
C -5.3211 0.0040 1.1433
C 4.1219 1.8348 -0.4926
C 7.3478 -2.3730 0.2470
C 5.3025 -0.3057 -1.5013
C -2.4553 -3.4736 -2.0463
C 2.1694 3.0863 0.6207
C -4.0962 0.7913 1.0636
H -5.3311 -4.1393 -0.8600
H 2.0762 1.7646 -1.1005
H 4.5364 -1.0517 -1.2720
H -2.9420 -2.4056 0.1845
H -5.9227 -0.0871 0.2220
H 3.7944 0.8978 -2.4175
H -2.0238 -1.3972 -2.3196
H -2.2668 -3.6965 -3.1034
H -0.0352 -0.6446 -1.5895
H -3.7993 0.3311 -2.9481
H -4.6643 1.5510 4.0666
H -4.2875 1.8666 -2.2257
H -3.4677 -5.3814 -2.1200
H 6.0506 0.5014 0.3449
H -0.4407 -2.3653 -0.4302
H 4.8527 2.6085 -0.2473
H -4.3324 1.7057 0.5096
H 7.4179 -2.7114 -0.7944
H 2.7792 -2.3165 0.0901
H -1.5341 -2.9123 2.0625
H 0.8351 2.6454 2.2577
H -4.4030 2.6724 5.0302
H -0.6985 -1.8435 2.9697
H 0.0083 1.5973 -0.4824
H -4.2990 -1.5108 -0.4182
H -6.0583 -0.2247 5.3123
H -6.7779 0.3215 4.0980
H 1.7869 4.1008 0.4463
H 7.3305 -0.1768 -0.6797
H -1.5146 -3.6655 -1.5219
H 2.9889 3.1694 1.3469
H -3.3168 -1.5531 2.0931
H -6.6244 2.9901 0.9137
H 6.1901 5.0278 -1.6856
H -1.7673 0.8513 -1.9712
H -0.9032 0.9589 2.1180
H 9.5316 -0.9624 -2.8870
H -3.2989 -4.7410 -0.4913
H 4.0346 1.1652 0.3719
H -2.3621 -0.3159 2.8692
H -4.6563 0.3365 -1.4140
H -3.6858 -1.8312 -2.5707
H 4.3032 -2.5234 0.3983
H 5.3346 1.7277 -2.2693
H 4.8485 5.3955 -1.0536
H 5.7886 -0.6345 -2.4260
H 7.2048 -3.2357 0.8989
H 9.2354 -2.4556 -2.8003
H -3.9276 1.0763 2.1029
H -7.3143 2.0652 -0.0814
H 8.2904 -1.8807 0.5203
H 2.8606 3.3231 -1.4295
H -0.5242 3.1195 0.1645
H 1.4758 1.2265 1.4139
H -2.0253 2.1923 1.5982
```

Atom charges from the Mulliken analysis, given in e for atoms 1 to 8: atom 1 (P): 2.336, atom 2 (P): 1.326, atom 3 (F): -0.443, atom 4 (O): -0.668, atom 5 (O): -0.620, atom 6 (O): -0.543, atom 7 (O): -0.743, atom 8 (O): -0.607

The lowest total energy belongs to which entry? C19H54O19P5